No. 1
DFT (ωB97M-V/def2-TZVPD) results for a molecular structure, C44H36AsGeN2PtS.

```
! wB97M-V def2-TZVPD RIJCOSX def2/J DEFGRID3
* xyz 1 1
Pt -0.109 1.431 -0.924
S -2.252 0.935 -1.717
C -0.611 -1.402 -1.583
C -1.415 -2.544 -1.989
C -0.919 -3.821 -1.948
C 0.342 -4.029 -1.394
C 1.154 -2.980 -0.919
C 0.717 -1.695 -1.035
As 1.754 -0.058 -0.666
C 3.026 -0.646 0.664
C 4.354 -0.241 0.582
C 5.247 -0.596 1.584
C 4.816 -1.353 2.665
C 3.488 -1.750 2.750
C 2.590 -1.392 1.755
C 2.812 -0.077 -2.294
C 2.534 0.868 -3.275
C 3.243 0.854 -4.470
C 4.226 -0.100 -4.683
C 4.504 -1.046 -3.703
C 3.798 -1.037 -2.511
H -2.397 -2.333 -2.398
H -1.505 -4.661 -2.294
H 0.721 -5.044 -1.333
H 2.123 -3.205 -0.491
H 4.702 0.338 -0.265
H 6.281 -0.284 1.517
H 5.515 -1.630 3.443
H 3.143 -2.328 3.598
H 1.549 -1.679 1.848
H 1.757 1.605 -3.110
H 3.024 1.590 -5.234
H 4.779 -0.109 -5.614
H 5.273 -1.790 -3.869
H 4.027 -1.771 -1.747
C -1.315 -0.218 -0.808
Ge -1.997 -0.719 1.003
C -3.663 0.157 1.493
C -4.648 -0.596 2.135
C -5.804 0.006 2.615
C -5.983 1.373 2.470
C -5.001 2.136 1.853
C -3.849 1.534 1.370
C -0.731 -0.353 2.450
C 0.071 0.788 2.454
C 0.896 1.082 3.531
C 0.925 0.243 4.635
C 0.104 -0.875 4.668
C -0.720 -1.165 3.587
C -2.296 -2.648 0.848
C -1.414 -3.606 1.349
C -1.616 -4.959 1.113
C -2.708 -5.380 0.362
C -3.595 -4.445 -0.151
C -3.387 -3.091 0.089
H -0.423 -0.885 -2.551
H -4.519 -1.664 2.271
H -6.561 -0.592 3.107
H -6.882 1.846 2.845
H -5.133 3.206 1.746
H -3.095 2.142 0.890
H 0.051 1.468 1.609
H 1.512 1.973 3.511
H 1.570 0.469 5.475
H 0.092 -1.516 5.541
H -1.378 -2.024 3.652
H -0.550 -3.300 1.928
H -0.930 -5.689 1.525
H -2.872 -6.437 0.188
H -4.451 -4.767 -0.730
H -4.089 -2.368 -0.315
N 2.002 5.148 -1.229
C 1.852 3.841 -0.933
N 0.654 3.396 -1.221
C -0.043 4.489 -1.744
C -1.354 4.591 -2.205
C -1.767 5.823 -2.665
C -0.907 6.934 -2.670
C 0.391 6.846 -2.215
C 0.800 5.599 -1.751
H 2.835 5.688 -1.079
H 2.641 3.243 -0.505
H -2.011 3.732 -2.193
H -2.778 5.941 -3.030
H -1.274 7.882 -3.041
H 1.053 7.702 -2.217
*
```

Calculated values
Energy   -180623.4203 eV
HOMO energy (spin up / spin down)   -9.9 / -9.9 eV
LUMO energy (spin up / spin down)   -4.48 / -4.48 eV
HOMO-LUMO gap (spin up / spin down)   5.45 / 5.45 eV


No. 2
DFT (ωB97M-V/def2-TZVPD) results for 7 unconnected molecules or ions with the total composition C28H77N7O7 at a distorted geometry.

```
! wB97M-V def2-TZVPD RIJCOSX def2/J DEFGRID3
* xyz 0 1
C 1.529 4.309 1.223
C 2.278 4.984 0.078
C 1.792 4.567 -1.282
O 2.266 3.272 -1.556
C 1.847 2.715 -2.784
N 2.033 6.437 0.200
H 1.956 4.556 2.195
H 1.563 3.226 1.084
H 0.490 4.648 1.225
H 3.341 4.771 0.238
H 2.135 5.259 -2.067
H 0.694 4.633 -1.326
H 0.867 2.233 -2.689
H 2.593 1.958 -3.017
H 1.844 3.436 -3.604
H 2.248 6.780 1.130
H 2.686 6.942 -0.394
C -0.655 -0.211 1.350
C -0.761 -0.448 -0.147
C 0.384 -1.298 -0.697
O 1.665 -0.945 -0.204
C 2.116 0.348 -0.617
N -2.065 -1.023 -0.549
H -1.334 0.592 1.644
H 0.335 0.149 1.643
H -0.837 -1.136 1.904
H -0.743 0.525 -0.652
H 0.337 -1.234 -1.793
H 0.294 -2.354 -0.433
H 1.317 1.059 -0.827
H 2.694 0.198 -1.533
H 2.772 0.749 0.154
H -2.455 -1.474 0.278
H -2.717 -0.232 -0.656
C -5.359 2.977 0.361
C -4.608 1.649 0.410
C -5.432 0.474 0.875
O -4.662 -0.622 1.326
C -4.132 -0.472 2.626
N -3.869 1.391 -0.851
H -5.678 3.300 1.356
H -6.268 2.929 -0.248
H -4.742 3.779 -0.042
H -3.810 1.845 1.139
H -6.029 0.061 0.058
H -6.134 0.782 1.659
H -4.943 -0.574 3.358
H -3.615 0.474 2.803
H -3.446 -1.302 2.787
H -4.493 0.978 -1.544
H -3.611 2.278 -1.271
C -1.912 -4.750 -1.563
C -0.987 -4.160 -2.639
C -0.890 -5.076 -3.856
O -0.449 -6.371 -3.516
C 0.858 -6.468 -3.022
N -1.414 -2.828 -3.096
H -2.053 -4.010 -0.777
H -1.418 -5.631 -1.147
H -2.882 -5.050 -1.963
H 0.008 -4.044 -2.202
H -0.275 -4.605 -4.632
H -1.897 -5.190 -4.262
H 1.119 -7.499 -2.800
H 1.070 -5.835 -2.154
H 1.558 -6.117 -3.800
H -2.376 -2.956 -3.411
H -1.531 -2.170 -2.320
C -0.798 -0.226 6.482
C -0.032 0.899 5.809
C -0.806 1.527 4.659
O -0.115 2.669 4.207
C -0.507 3.048 2.911
N 0.478 1.840 6.805
H -1.682 0.134 7.018
H -0.196 -0.765 7.213
H -1.161 -0.991 5.796
H 0.872 0.461 5.371
H -1.856 1.757 4.884
H -0.824 0.750 3.876
H -0.012 2.436 2.150
H -0.235 4.087 2.726
H -1.593 2.985 2.774
H 0.952 2.576 6.288
H -0.235 2.348 7.320
C 2.408 -1.255 -5.241
C 1.217 -0.365 -4.931
C 1.079 0.817 -5.881
O 2.098 1.751 -5.598
C 2.070 2.874 -6.451
N -0.008 -1.178 -5.078
H 2.429 -2.011 -4.450
H 3.359 -0.728 -5.290
H 2.258 -1.800 -6.174
H 1.289 0.068 -3.924
H 0.105 1.312 -5.750
H 1.082 0.441 -6.913
H 2.010 2.543 -7.494
H 3.020 3.389 -6.312
H 1.247 3.567 -6.246
H -0.789 -0.583 -4.818
H 0.018 -1.884 -4.340
C 4.124 -1.097 3.548
C 3.711 -2.358 2.799
C 2.205 -2.592 2.863
O 1.832 -2.859 4.207
C 0.435 -2.749 4.387
N 4.122 -2.266 1.384
H 5.186 -1.126 3.777
H 3.491 -0.895 4.411
H 3.960 -0.264 2.854
H 4.162 -3.251 3.242
H 1.870 -3.399 2.201
H 1.674 -1.680 2.545
H -0.101 -3.332 3.625
H 0.165 -1.694 4.290
H 0.187 -3.184 5.352
H 3.400 -1.723 0.929
H 4.228 -3.203 1.027
*
```

Calculated values
Energy   -55044.2043 eV
HOMO energy   -8.8 eV
LUMO energy   0.28 eV
HOMO-LUMO gap   9.13 eV
SMILES   COC[C@H](C)N.COC[C@H](C)N.COC[C@H](C)N.COC[C@H](C)N.COC[C@H](C)N.COC[C@H](C)N.COC[C@H](C)N